1.
Computed, not measured: a structure of composition C46H51N8OPRhS2, with ωB97M-V/def2-TZVPD.

```
! RIJCOSX wB97M-V def2-TZVPD def2/J DEFGRID3
* xyz -1 5
H 0.959 -5.654 4.017
H 3.773 -1.223 -0.302
C -3.396 -5.221 -1.337
C 1.497 1.360 -0.744
H -1.099 -5.586 1.211
C -2.847 -3.019 -0.198
C -4.150 4.652 -0.446
H 1.228 -2.643 3.703
H -2.834 -5.306 1.284
C 0.096 -4.310 5.504
H -0.290 -5.222 5.964
P -0.443 -2.950 1.169
C -1.932 2.939 -1.537
C 2.520 3.801 -1.026
C 1.151 -4.662 4.435
H -4.165 5.024 3.391
H -0.716 4.705 -4.079
H 3.494 -2.200 -5.429
H 0.732 -5.085 0.036
C -2.616 2.668 -0.302
N 0.980 -3.019 0.377
C 2.043 0.509 -4.054
C -1.056 -3.503 4.886
C 5.212 8.320 -0.221
H 0.991 -4.107 -1.416
C -1.831 -0.483 1.192
H -2.185 -3.367 3.071
C 0.861 -1.385 -3.459
H 3.787 0.285 -5.288
C 1.745 -2.190 -4.197
C -2.576 1.380 0.399
C -2.158 -5.821 -0.675
H -4.089 -3.243 -1.913
H 4.262 3.217 -2.125
C -1.355 -3.954 3.465
C -3.440 3.897 1.724
H 0.063 -0.892 1.717
N 1.017 -0.055 -3.426
H -4.269 -5.413 -0.698
H -3.593 -5.694 -2.302
H -2.386 -3.549 -2.227
H 2.152 -4.683 4.869
C -1.708 4.197 -2.140
S -0.438 -1.969 -2.444
H 1.511 -1.684 -1.164
C 1.812 4.891 -0.505
H 0.877 4.702 0.006
H -4.503 1.360 1.508
C -3.191 -3.718 -1.512
H -5.481 6.328 -0.464
H 0.557 -3.726 6.303
C 3.233 -2.104 0.053
H -0.816 -2.437 4.875
H -1.963 -3.612 5.480
C -3.555 0.888 1.284
N -1.524 0.497 0.344
C 3.711 4.055 -1.714
H -4.170 4.538 -1.520
H 1.921 -3.822 2.596
N -0.174 -3.800 2.576
H 2.112 1.590 -3.954
C -4.913 5.800 1.534
H 6.013 7.612 1.610
H -2.265 -6.899 -0.528
H 4.422 6.902 1.197
N -0.794 -1.409 1.553
C -1.936 -5.152 0.672
H 3.443 -3.164 -1.804
C 4.182 5.350 -1.876
H -1.967 5.159 -1.719
Rh -0.198 0.401 -1.467
H 3.050 -4.814 0.742
C 3.626 -3.353 -0.739
C 3.475 6.423 -1.343
H 3.002 -5.429 -0.911
N -6.322 7.674 2.651
C -3.394 3.730 0.317
H 1.721 7.023 -0.265
H 3.480 -2.244 1.112
C -4.169 4.906 2.314
H 4.690 -3.570 -0.625
H -2.862 3.223 2.341
H -2.593 -1.978 -0.376
C 1.299 -4.249 -0.372
C -4.893 5.653 0.147
N -1.737 -3.697 0.531
H -3.488 -0.947 2.588
H -3.719 -3.030 0.465
C 2.967 -0.215 -4.788
C -5.698 6.842 2.157
H 5.101 5.536 -2.420
C -0.877 2.590 -3.440
C 5.385 7.229 0.808
H 1.594 -3.261 -4.220
H 5.858 6.358 0.351
N -1.398 1.956 -2.357
C 2.006 2.465 -0.891
H -1.676 -5.000 3.476
C 2.797 -1.593 -4.859
H -0.422 2.018 -4.236
H 1.445 -0.931 0.398
C 1.740 -1.843 -0.108
C -1.047 3.967 -3.358
C 1.109 -3.657 3.294
C 2.791 -4.553 -0.291
O 5.811 9.363 -0.176
C 2.280 6.187 -0.666
C -3.046 -0.302 1.835
S 4.062 8.078 -1.570
H -1.281 -5.648 -1.311
*
```

Values from the calculation:
HOMO-LUMO gap (alpha / beta): 4.44 / 6.18 eV
LUMO energy (alpha / beta): 1.85 / 1.85 eV
⟨S²⟩: 6.04

=====

2.
Computed, not measured: a structure of composition C46H52As2F2N2O12PbSbSe4, with ωB97M-V/def2-TZVPD.

```
! RIJCOSX wB97M-V def2-TZVPD def2/J DEFGRID3
* xyz -1 1
H -2.355 -6.685 -0.204
H -4.584 2.899 -5.923
H -4.121 2.106 -4.398
O -1.602 -0.195 -3.423
C -4.268 -1.911 0.216
H -4.387 -0.860 -3.090
H -1.198 -0.425 -4.268
H -3.865 0.097 -1.710
H -4.854 1.253 1.569
O 0.244 2.001 -5.246
H 2.098 0.427 -2.562
Sb 3.581 0.048 1.330
N -0.375 4.508 5.787
C -1.723 6.484 5.305
C 1.997 1.214 -3.305
H -0.781 -3.216 2.590
C -0.915 4.517 -5.419
C -4.070 -2.010 -1.290
O -1.043 3.084 2.013
As -3.618 4.602 -4.238
C -1.819 3.818 -4.432
H 0.365 -4.428 -2.643
H -2.217 5.205 1.682
C -4.589 2.985 -4.839
C -1.465 -3.385 3.419
C -3.449 -2.001 2.513
F -3.310 7.524 2.233
C -1.874 -5.752 -0.472
H -6.372 -1.580 -0.005
H -1.065 -0.600 3.052
C -4.755 -1.762 2.942
C -0.179 6.476 7.226
H -3.012 -2.150 -1.495
H -1.322 5.019 -1.462
C -1.287 2.892 -3.640
H -4.949 -1.714 4.009
C -1.333 4.811 3.590
H -0.869 -3.526 4.323
Se 1.760 -1.821 0.931
C -4.500 -0.734 -2.011
C -6.784 5.733 -0.445
C 0.132 3.332 5.367
C -2.078 5.574 2.689
O -5.536 5.124 -0.780
C -0.146 4.956 7.178
O -3.425 2.386 0.572
C -0.705 -3.388 -1.137
C 0.730 1.515 3.923
H 1.393 4.983 8.663
H 1.142 3.380 7.987
F -0.206 -2.180 -1.575
H -6.806 -1.408 2.416
H 0.185 4.216 -1.928
C -4.259 2.646 -0.438
C -0.933 -5.729 -1.493
C -2.337 3.878 -7.234
H -2.319 6.635 7.361
C -5.359 4.823 -2.062
H -0.006 6.805 8.251
C -3.190 -2.045 1.127
O 1.184 1.124 2.751
H -7.602 5.214 -0.939
H -6.785 6.778 -0.751
H -2.231 3.911 -8.315
H -0.669 -6.631 -2.027
C -0.350 -4.516 -1.835
C -0.785 3.517 3.129
H -3.002 -2.423 4.521
C -3.975 1.852 1.781
H -2.021 -4.304 3.225
O 0.965 0.836 4.910
H -2.956 -4.632 1.001
Se 4.658 0.259 -0.807
H -2.897 8.165 4.692
H 0.696 2.755 6.083
H -2.285 2.843 -6.895
H -5.619 3.067 -4.494
H 1.991 4.618 7.040
O -6.134 5.145 -2.936
C -2.417 -2.204 3.623
H -2.302 -0.106 4.207
C -2.211 -4.598 0.217
C 0.005 2.817 4.115
C -2.613 6.762 3.099
C -1.635 -0.923 3.922
C -3.492 3.236 -1.587
C -4.053 4.159 -2.370
C -0.691 4.148 -1.284
Se 2.622 3.989 1.873
H 2.818 1.916 -3.187
H -0.912 -1.077 4.724
N -1.882 -2.191 0.603
H 0.630 6.869 6.602
As -1.654 2.481 -1.751
O -1.257 4.644 -6.712
O 0.754 1.895 -3.053
C -1.513 6.986 6.709
H -6.876 5.652 0.634
H -3.200 1.240 2.233
H -4.465 -4.144 -1.366
H -1.543 8.077 6.715
Pb -0.404 -0.409 0.553
C -5.552 -1.687 0.696
H 1.998 0.802 -4.311
C 1.175 4.441 7.743
H -0.353 4.129 -0.248
C -1.136 5.271 4.900
O 0.082 5.063 -5.029
C -0.014 2.237 -4.090
H -4.233 2.676 2.449
H -3.296 4.319 -6.962
C -4.810 -3.230 -1.853
H -4.622 -3.322 -2.925
H -5.888 -3.140 -1.698
C -2.452 7.222 4.398
C -1.611 -3.358 -0.074
C -5.803 -1.599 2.055
O -5.432 2.372 -0.444
H -0.967 4.570 7.793
H -1.332 -0.893 -2.814
Se 1.741 2.166 1.071
H -5.537 -0.473 -1.798
*
```

Values from the calculation:
HOMO-LUMO gap: 6.14 eV
LUMO energy: 1.45 eV

=====

3.
Computed, not measured: a structure of composition C46H52BF3N6O2S3SbSn at a distorted geometry, with ωB97M-V/def2-TZVPD.

```
! RIJCOSX wB97M-V def2-TZVPD def2/J DEFGRID3
* xyz 3 1
H -4.195 -1.412 3.150
C -1.189 3.993 4.544
H -2.079 -4.567 0.831
H -1.668 -4.744 -2.563
B -0.094 -0.325 -2.075
H 0.118 5.058 -5.927
C -1.058 -2.749 -3.085
C -0.508 2.223 5.993
C -2.092 -1.139 5.783
H 2.221 -0.761 -5.905
N 2.016 -0.590 -3.231
N -0.645 -1.640 -2.532
C -2.273 -2.384 6.369
H 5.510 -2.315 -5.200
H 1.382 2.449 6.994
H 5.151 0.193 -2.439
H 0.841 2.838 -6.637
N 1.405 -0.103 -2.155
H -1.878 1.054 9.539
C 4.247 1.253 -0.116
H -2.455 4.227 -3.269
H 2.141 -0.670 4.326
C -2.490 2.649 -1.847
C 2.050 0.543 -1.164
H -2.923 -4.256 -4.481
C 1.190 -0.381 4.789
C -0.277 -3.995 -5.046
H -2.815 -3.294 -5.942
H -2.410 2.292 4.976
H -0.559 -4.963 -4.643
C 4.078 0.145 -2.348
Sb -0.707 0.221 6.749
H -1.578 -0.780 -4.969
H -1.202 0.826 11.911
Sn -0.683 0.487 1.662
C 0.943 4.101 5.700
H 1.578 -1.212 8.347
H -0.948 -1.695 -6.334
S 1.216 1.321 0.132
C -0.683 -2.401 -0.299
H 1.853 4.642 5.902
C 1.345 -0.891 10.453
C -2.057 3.265 -2.995
C -1.292 -4.805 0.117
H 2.237 -1.428 10.735
H -1.594 3.506 -7.042
H 5.166 -0.044 -6.209
N -0.532 -1.454 -1.212
C -1.221 -2.879 -4.566
O 0.223 -0.040 4.124
C 0.017 4.629 4.809
C -0.979 0.515 9.797
H -1.739 -2.654 7.273
H -1.548 -5.720 -0.406
C 3.971 -0.919 -4.646
H -0.383 -4.957 0.695
C 3.308 -0.442 -3.379
H -1.197 5.306 -4.798
H -2.044 1.993 -6.262
O 1.170 -0.415 6.054
C -1.074 2.645 -3.802
H 0.415 4.881 -4.203
C -0.880 -1.561 -5.259
F 0.284 5.769 4.187
F -4.636 -3.782 4.042
S -0.409 -2.099 1.346
C 0.974 -0.768 9.127
H 3.814 0.989 0.847
H -2.730 3.518 -5.699
C -1.106 -3.681 -0.817
C -2.771 -0.772 4.630
H -3.169 3.182 0.098
C 0.675 2.883 6.297
C -1.833 3.045 -6.088
H 5.285 0.930 -0.151
S -2.521 0.466 -0.213
C -0.312 4.708 -4.993
H 4.559 -2.843 -3.812
H 0.751 -3.787 -4.759
C -1.456 2.777 5.146
N -0.921 0.918 -2.299
C -3.490 3.267 -0.942
C 5.023 -1.981 -4.288
C -0.180 -0.061 8.815
H -1.903 4.459 3.881
H -4.449 2.755 -1.023
C 0.554 -0.305 11.435
C -0.646 3.216 -5.127
H -3.303 -4.268 6.204
N -0.519 1.528 -3.412
H 0.351 1.397 -5.743
H 2.437 -2.357 -5.158
H 0.128 -1.240 -5.013
C -1.917 1.387 -1.527
C -3.813 -2.920 4.624
H 1.417 2.581 -4.987
F 0.918 -0.409 12.700
C -3.139 -3.289 5.781
H -3.637 4.315 -1.188
H 4.231 2.342 -0.194
C 2.949 -1.513 -5.613
H 5.791 -1.587 -3.627
H 3.915 1.030 -5.607
H -3.376 -2.550 -4.451
C 4.651 0.287 -5.314
H 3.457 -1.859 -6.507
C -0.609 0.390 11.122
C -2.677 -3.272 -4.866
C 0.570 2.457 -5.657
H -2.623 0.203 4.176
C -3.641 -1.670 4.041
H 5.386 0.756 -4.666
C -1.319 -3.804 -2.169
C 3.469 0.647 -1.226
H -0.325 -4.056 -6.128
*
```

Values from the calculation:
HOMO-LUMO gap: 7.22 eV
LUMO energy: -7.93 eV

=====

4.
Computed, not measured: a structure of composition C46H52BaGeN10O3SSeSi at a distorted geometry, with ωB97M-V/def2-TZVPD.

```
! RIJCOSX wB97M-V def2-TZVPD def2/J DEFGRID3
* xyz 0 1
H 0.527 -2.569 0.651
H 3.988 0.795 -1.059
C -1.582 -3.910 -1.193
H 5.272 -0.306 -0.551
N 0.076 2.971 0.813
H 0.632 -2.819 -5.193
O -1.550 0.801 -2.513
N 2.344 0.637 -3.171
C -0.350 2.268 1.803
C -3.781 0.281 1.021
H 2.261 1.346 1.359
C 2.159 0.668 -5.495
C -1.305 1.843 -3.221
N 1.443 -1.286 -4.147
H -3.074 -6.161 0.565
C -0.074 2.778 3.166
C 0.325 3.764 5.747
H 1.729 -3.485 -0.937
H -1.627 -6.957 -0.056
N 3.396 -1.190 -1.056
C -0.429 3.331 -1.333
H -0.863 -4.578 4.744
N 2.415 0.357 1.189
H -5.376 1.301 2.053
C 0.363 4.624 4.667
H 0.111 1.719 6.394
C 3.507 4.977 3.556
H 1.898 0.488 -7.650
H 0.901 -1.802 -7.424
C -5.636 -0.083 -1.022
H 0.533 5.686 4.795
H -1.069 -4.305 2.278
H 0.266 4.466 1.525
H 3.434 6.348 0.606
C -0.941 4.116 -4.924
H -2.432 -0.807 -0.278
H -1.957 0.869 -5.009
C 1.236 -1.239 -6.564
C 0.201 4.140 3.369
H 4.194 -0.681 1.581
H 4.117 -3.176 -1.267
C 3.515 5.962 2.623
C -5.081 0.768 1.155
Si -2.544 -5.358 -1.718
H -2.916 1.552 3.483
H -1.691 -5.460 -4.044
Ba 0.455 -0.250 -1.356
H 3.462 -1.149 -2.063
H 3.017 -2.267 2.146
H -1.773 -2.191 1.334
C 2.331 -3.199 -0.070
N 1.509 -2.322 0.726
H 3.568 5.185 4.611
H 0.462 4.157 6.747
H -0.827 4.984 -5.558
C -2.628 -6.612 -0.324
C -1.684 -2.266 2.413
H 2.345 -0.223 3.256
C -1.733 -6.162 -3.209
H -6.358 -0.220 -1.817
C 1.977 -1.949 2.039
C 1.976 -0.029 -4.249
C -1.396 2.891 -5.444
C 3.630 -2.529 -0.530
H -4.261 -4.032 -2.918
C -4.345 -0.569 -1.166
C -6.006 0.583 0.139
H -3.226 -7.484 -0.598
C -1.284 -3.481 2.948
H -1.623 2.807 -6.501
O -0.994 1.123 1.628
H 2.603 -4.136 0.446
H 0.815 -0.194 2.380
H 1.432 -2.458 2.846
H -0.323 5.121 -3.157
H -4.826 -4.472 -1.307
N -0.233 2.446 -0.432
C 3.355 3.665 3.059
H 4.417 1.029 1.298
N 2.627 1.898 -5.405
C 3.322 4.339 0.855
H -1.366 -2.677 6.237
Ge -2.517 0.490 2.453
H -4.039 -1.086 -2.067
N 3.265 3.355 1.792
H -0.252 0.870 4.121
H -7.013 0.965 0.249
C -0.779 3.077 -2.714
C 0.120 2.401 5.555
H 3.297 2.831 3.752
H -4.851 -5.671 -2.608
C -1.956 -1.180 3.247
C 1.081 -1.834 -5.267
S 3.284 4.090 -0.790
C -1.840 -1.339 4.628
C 1.774 -0.003 -6.695
C -0.089 1.928 4.273
H 4.327 -2.461 0.311
C -1.575 1.808 -4.626
C -4.285 -4.838 -2.182
C 4.189 -0.113 -0.485
C -3.424 -0.390 -0.147
C 1.868 -0.444 2.285
H 3.591 7.015 2.853
C -0.665 4.182 -3.582
N 3.429 5.634 1.320
H -2.286 -7.046 -3.536
C -1.450 -2.560 5.164
C -1.169 -3.628 4.324
O 0.327 5.007 2.353
C -0.933 -2.925 -0.841
H -0.711 -6.466 -2.975
Se 2.835 2.251 -3.687
C 3.847 0.155 0.972
H -0.331 4.388 -1.061
H -2.051 -0.507 5.291
*
```

Values from the calculation:
HOMO-LUMO gap: 5.55 eV
LUMO energy: -1.44 eV

=====

Results for energy above the lowest of the compared OMol25 structures with the same formula, charge and spin: 6.8 23.4 15.5 0.0 (in kcal/mol, following the order of the records).